Formula: C36H86O21S2
Source: the Open Molecules 2025 dataset
Level of theory: wB97M-V/def2-TZVPD

Geometry as ORCA input:
```
! RIJCOSX wB97M-V def2-TZVPD def2/J DEFGRID3
* xyz 0 1
H 1.44832 1.00226 0.56941
C -5.77358 -2.36036 -6.27573
H -0.52069 -2.07592 -3.13285
C 3.07485 0.11688 -0.33556
H -5.40992 -1.09490 -1.78769
H -2.91548 2.83949 0.02280
C -0.58834 1.72382 -5.76835
H 0.67106 -0.81350 -3.58812
H -5.18696 4.84656 -1.85639
H -1.65707 -1.48271 2.68663
H -1.18194 3.11573 -0.19989
C 2.73040 2.06145 2.68664
O -2.93031 2.58413 -2.78214
O 0.42152 5.52251 -3.54745
C -1.65143 0.60211 -0.12788
O 3.21349 1.17495 1.70794
O 1.35226 -2.38700 -2.34485
H -0.92358 1.12576 -6.62828
H -5.32273 1.22322 -1.70642
H -3.56902 4.42459 -3.56223
C -4.90035 3.79210 -2.00928
O 1.52830 3.57302 11.82621
C 1.95732 5.48667 -0.21041
H 0.74584 5.04379 8.94081
C 2.50946 1.23564 0.50952
C -2.28961 0.85939 -4.31401
O -1.74323 1.49038 0.96750
H -4.28767 1.67354 -4.10279
O 2.28707 -6.89153 -3.17490
H 0.70104 2.91280 -3.39532
C 1.34255 4.31811 9.51209
O 1.85107 5.13515 -1.58372
H 2.60937 2.23874 0.07516
C -2.61584 -1.31824 2.18415
O -2.35290 -1.52003 0.78562
H 0.37196 5.13065 11.19988
H 3.66948 4.18501 -0.17077
H 4.08054 5.89470 8.73038
H -5.93308 -2.29986 -7.35612
C -5.71591 1.87040 -0.91574
C 1.72103 -9.64363 -2.22653
H -0.64690 2.84561 -2.27293
H 3.49538 5.13376 1.37759
O -4.81377 -2.22599 1.75474
C -1.26600 -0.80714 0.28871
H -3.80481 -2.44697 3.61540
H -4.82993 -0.49388 -6.15306
H -5.71046 3.40835 -2.64728
H 1.49916 -10.70119 -2.08295
H 4.63594 -6.12126 -4.28601
H 2.92826 1.71018 3.69917
O -2.87563 -2.70204 -3.70921
H 5.90711 -9.48523 -4.76101
C 1.10390 -6.56489 -2.43671
C 2.78940 2.94838 11.74199
O -4.97984 3.05377 -0.82548
H 5.49980 -6.64042 -2.69390
C 4.68539 -6.77296 -3.41539
H 3.26230 3.01340 2.56404
H 0.50131 1.72544 -5.86240
H -2.56741 0.26981 -5.19340
O 2.56046 0.17507 -1.66260
C 2.65790 3.52126 7.74798
H 3.54923 3.55328 12.25213
H 1.64752 -7.57867 -0.55612
H -2.55310 0.71165 -0.74666
C -3.23517 1.98478 -4.04306
H 2.71612 -0.80399 0.15822
H -2.92941 -0.27286 2.26667
C 4.89679 5.65732 8.05440
H 3.74800 -7.24843 -1.65046
C -4.43060 -1.54979 -1.81403
H 3.43298 -5.59214 -2.14848
H 3.98261 5.89588 -0.07255
H 2.97477 -0.19493 -3.49174
H 3.86754 3.26771 6.06625
H 4.29143 -0.72333 -2.45944
H -0.76307 -1.28965 -0.55599
H -5.45582 -0.41115 2.63153
C 2.72955 -2.14322 -2.52810
H 2.65928 1.98983 12.23518
O 0.60896 -8.86511 -1.80318
S -4.23613 -2.45206 -3.33407
H -3.28057 -3.30680 2.22381
H -2.16290 0.15284 -3.48826
H -5.54699 -3.42677 -6.16867
H -6.20297 -1.78898 3.24707
H -4.24505 -2.24107 -0.99365
H -3.10473 2.76770 -4.80592
H 1.68328 6.51498 0.01970
H -6.58979 -1.25351 1.55471
H 1.02419 2.77089 -1.58328
H 0.34672 -6.57320 -3.22194
H 6.82816 -8.37670 -3.70651
H 1.64958 2.21199 2.61113
C 0.85902 -7.55564 -1.32711
C -4.64848 -1.48826 -5.74247
C -1.94429 2.80324 0.52389
H 1.20655 4.89590 0.33489
C -3.52882 3.86218 -2.61881
C 5.98276 -8.46166 -4.40551
C 3.99335 3.73301 7.04837
O -5.21953 -3.48527 -3.25251
O -4.77652 -1.30603 -4.32225
H 3.11557 2.80497 10.71314
H 0.77270 3.38883 9.34532
H 4.72852 3.08673 7.56235
H -6.70984 -2.15602 -5.76291
H 2.98775 -2.60951 -3.49616
H -2.83103 4.45671 -2.02288
C 1.32488 4.66378 10.96498
C -3.66240 -2.33031 2.53579
H 2.10669 5.36874 11.27467
C 3.47357 -6.63168 -2.51568
H -3.66259 -1.86883 -6.00436
C -5.80846 -1.40323 2.29173
O -0.94147 1.30479 -4.48650
H -5.65265 1.32462 0.02291
H 1.86657 -9.43076 -3.28750
H -1.85310 3.51838 1.33552
H -0.42576 -0.77239 1.00337
H 2.65807 -9.45104 -1.69224
H 0.76039 -2.42125 -4.27901
O 4.45999 5.03140 6.86145
H 6.14643 -7.76343 -5.23888
H 1.90661 4.00277 7.09993
C 0.52153 -1.87112 -3.35387
H 5.41961 6.59540 7.85769
C 0.39619 3.13907 -2.38203
H -6.76892 2.10735 -1.11661
H 5.64873 5.00902 8.52447
O 2.62597 4.04179 9.04100
S 0.41247 4.93452 -2.25241
H 3.25059 -2.74918 -1.78583
H -0.90834 2.75889 -5.95902
H 4.16953 0.03596 -0.34903
C 3.19657 -0.69722 -2.54926
H -3.64176 -0.80064 -1.75510
H -0.80175 0.86346 -0.79821
O -0.57454 5.35719 -1.30167
H 2.39243 2.45667 7.77337
O 4.74939 -8.12906 -3.77761
H 1.16946 -5.51582 -2.10146
C 3.32606 5.09928 0.30714
H -0.01701 -7.29170 -0.72229
*
```

* HOMO-LUMO gap: 9.57 eV
* LUMO: 0.018 hartree
* SMILES: CCOS(C)(=O)=O.CCOS(C)(=O)=O.COCCOCCOC.COCCOCCOC.COCCOCCOC.COCCOCCOC.COCCOCCOC
* E_tot: -103383.665 eV
* HOMO: -9.08 eV